2 unconnected molecules or ions with the total composition C3H13N4 in a non-equilibrium geometry. Source: OMol25; level of theory: wB97M-V/def2-TZVPD.

Summary:
- Spin multiplicity: 1
- HOMO: -13.811 eV
- Total charge: +1
- Energy above the lowest of the compared OMol25 structures with the same formula, charge and spin: 19.78 kcal per mole
- Total energy: -340.911954 hartree

Geometry as XYZ:
```
20
C3H13N4, DFT wB97M-V/def2-TZVPD
N -2.598 -0.040 -1.583
C -1.786 -0.384 -0.556
N -1.282 -1.650 -0.594
N -1.445 0.426 0.423
H -2.808 0.923 -1.763
H -2.494 -0.566 -2.405
H -1.032 -1.961 -1.533
H -0.551 -1.796 0.082
H -2.070 1.249 0.298
C 1.973 1.177 -0.127
C 1.767 -0.172 0.555
N 0.750 -0.125 1.639
H 2.773 1.144 -0.849
H 1.067 1.557 -0.609
H 2.262 1.898 0.692
H 1.396 -0.919 -0.132
H 2.717 -0.522 0.983
H 0.840 0.674 2.154
H 0.794 -0.924 2.213
H -0.272 0.013 1.114
```

***

A molecular structure, C30H32N4O2S3Tl in a non-equilibrium geometry. Source: OMol25; level of theory: wB97M-V/def2-TZVPD.

Summary:
- Spin multiplicity: 1
- HOMO (alpha / beta): -14.988 / -15.046 eV
- Total charge: +3
- Total energy: -2897.914534 hartree

Geometry as XYZ:
```
72
C30H32N4O2S3Tl, DFT wB97M-V/def2-TZVPD
Tl 0.495 -0.488 -0.341
C -1.620 -3.360 -1.767
C -0.648 -3.489 -2.931
S 0.951 -2.630 -2.701
C 1.063 -1.653 -4.242
C -0.082 -0.709 -4.584
S -0.515 0.523 -3.295
C -2.331 0.353 -3.170
C -2.897 -1.006 -2.779
S -2.197 -1.707 -1.234
H -1.178 -3.768 -0.858
H -2.516 -3.932 -2.009
H -1.070 -3.146 -3.871
H -0.413 -4.549 -3.043
H 1.164 -2.378 -5.051
H 2.000 -1.106 -4.154
H -0.995 -1.246 -4.831
H 0.229 -0.144 -5.464
H -2.752 0.640 -4.135
H -2.606 1.103 -2.428
H -2.785 -1.747 -3.568
H -3.966 -0.871 -2.599
N -2.369 -2.903 10.081
C -2.007 -2.960 8.998
C -1.514 -2.962 7.671
C -0.631 -3.959 7.241
C -0.182 -3.953 5.936
C -0.585 -2.947 5.050
C -1.466 -1.952 5.493
C -1.922 -1.952 6.792
N -0.100 -2.918 3.737
C 0.758 -3.810 3.144
C 0.968 -3.365 1.874
N 0.247 -2.221 1.670
C -0.376 -1.978 2.795
H -0.312 -4.734 7.922
H 0.489 -4.732 5.616
H -1.800 -1.176 4.827
H -2.600 -1.183 7.131
H 1.161 -4.667 3.633
H 1.585 -3.791 1.108
H -1.023 -1.138 2.939
C 4.019 1.150 -0.568
O 2.860 1.802 -1.082
C 2.915 2.374 -2.310
C 3.851 2.025 -3.281
C 3.827 2.590 -4.542
C 2.887 3.569 -4.859
C 1.995 3.982 -3.896
C 1.969 3.388 -2.626
N 1.002 3.851 -1.745
C 0.490 3.227 -0.715
C -0.544 3.663 0.126
C -0.956 4.994 0.278
C -1.953 5.333 1.169
C -2.568 4.339 1.960
C -2.198 3.029 1.858
C -1.213 2.600 0.900
O -1.005 1.390 0.665
H 3.760 0.853 0.446
H 4.868 1.834 -0.534
H 4.284 0.268 -1.152
H 4.604 1.289 -3.050
H 4.552 2.276 -5.278
H 2.867 4.007 -5.845
H 1.282 4.762 -4.122
H 0.625 4.763 -1.999
H 0.873 2.234 -0.520
H -0.448 5.771 -0.275
H -2.265 6.359 1.290
H -3.343 4.625 2.656
H -2.685 2.268 2.449
```

***

Q: Which of these has the lowest total energy?
A: C30H32N4O2S3Tl